15
Properties=species:S:1:pos:R:3:mulliken_charge:R:1 method="wB97M-V/def2-TZVPD" energy_ev=-9763.1068 e_above_lowest_kcal_mol=144.84 orbital_gap_ev=9.92 e_lumo_ev=0.72 smiles="C1=NN=C[C@@H]2N[C@@H]2C1" charge=0
C -0.11 0.51 1.47 -0.28
N -0.67 1.57 0.99 -0.40
N 0.01 2.03 0.00 -0.32
C 0.16 1.26 -1.07 -0.42
C -0.43 -0.19 -1.27 -0.03
N -1.37 -0.93 -0.56 -0.57
C -0.02 -1.27 -0.20 -0.08
C 0.91 -0.38 0.84 -0.49
H -0.44 0.09 2.36 0.42
H 0.51 1.67 -1.94 0.46
H -0.47 -0.47 -2.29 0.43
H -1.99 -0.49 0.22 0.36
H 0.56 -2.24 -0.27 0.31
H 1.51 -1.07 1.70 0.33
H 1.84 -0.09 0.01 0.27

***

15
Properties=species:S:1:pos:R:3:mulliken_charge:R:1 method="wB97M-V/def2-TZVPD" energy_ev=-9762.0653 e_above_lowest_kcal_mol=168.86 orbital_gap_ev=9.57 e_lumo_ev=0.20 charge=0
C -2.25 -0.09 0.01 -0.83
C -0.80 0.36 0.11 0.58
C 1.79 1.05 0.01 -0.01
C 1.70 -0.35 -0.17 -0.23
C 0.33 -0.73 -0.34 -0.14
H -2.37 -0.44 1.24 0.20
H -3.06 0.86 -0.24 0.28
H -2.40 -1.07 -0.93 0.25
H 2.54 1.79 -0.62 0.29
H 2.37 -0.90 -0.94 0.30
H 0.79 -1.03 1.67 0.31
H -0.06 -1.34 -1.12 0.38
N -0.53 1.50 0.25 -0.32
N 0.86 1.86 0.33 -0.56
N 1.10 -1.48 0.73 -0.53

***

15
Properties=species:S:1:pos:R:3:mulliken_charge:R:1 method="wB97M-V/def2-TZVPD" energy_ev=-9760.2561 e_above_lowest_kcal_mol=210.58 orbital_gap_ev=9.06 e_lumo_ev=0.52 charge=0
C -0.40 0.96 -0.43 0.42
C -1.56 -0.03 -0.35 -0.67
C 0.99 -1.93 1.17 -0.17
C 1.55 -0.58 1.01 -0.52
C 0.54 -0.15 0.06 -0.09
H 1.18 1.20 -1.83 0.31
H -0.29 2.64 -1.78 0.29
H -0.69 1.71 0.22 0.44
H -2.41 -0.10 -1.21 0.30
H -2.07 0.15 1.00 0.25
H 1.55 -2.33 2.05 0.31
H 2.34 0.06 1.59 0.30
N -0.13 1.43 -1.69 -0.75
N -0.32 -0.99 -0.38 0.42
N -0.28 -2.03 0.55 -0.82

***

15
Properties=species:S:1:pos:R:3:mulliken_charge:R:1 method="wB97M-V/def2-TZVPD" energy_ev=-9766.2223 e_above_lowest_kcal_mol=73.00 orbital_gap_ev=7.82 e_lumo_ev=0.45 charge=0
H 3.32 0.71 0.17 0.21
N 2.66 -0.14 0.22 -0.74
C 1.39 0.07 -0.11 0.72
C 0.67 1.26 -0.17 -0.64
C -0.67 1.48 -0.10 -0.32
N -1.76 0.56 0.03 -0.31
C -1.66 -0.86 0.07 -0.35
C -0.56 -1.61 -0.14 -0.24
N 0.77 -1.17 -0.13 -0.23
H 1.37 2.06 -0.14 0.25
H -1.05 2.41 -0.17 0.44
H -2.67 1.09 0.58 0.28
H -2.68 -1.25 0.17 0.34
H -0.68 -2.67 -0.06 0.32
H 1.54 -1.91 -0.23 0.28

***

15
Properties=species:S:1:pos:R:3:mulliken_charge:R:1 method="wB97M-V/def2-TZVPD" energy_ev=-9761.2239 e_above_lowest_kcal_mol=188.26 orbital_gap_ev=9.58 e_lumo_ev=0.72 smiles="C1=NN2C[C@@H]2[C@H]2N[C@H]12" charge=0
C -0.48 -0.95 1.31 -0.21
N 0.39 -1.55 0.59 -0.47
N 0.45 -0.95 -0.78 -0.27
C 1.77 -0.21 -0.98 -0.65
C 0.39 0.49 -1.15 0.16
C -0.16 1.24 -0.07 -0.33
N -1.51 1.50 0.45 -0.60
C -1.09 0.20 0.57 0.09
H -0.72 -1.21 2.38 0.37
H 2.50 -0.73 -1.62 0.24
H 2.38 0.08 -0.07 0.21
H 0.24 0.49 -2.19 0.43
H 0.49 1.68 0.60 0.35
H -1.33 2.34 1.24 0.31
H -1.58 -0.26 -0.21 0.38

***

15
Properties=species:S:1:pos:R:3:mulliken_charge:R:1 method="wB97M-V/def2-TZVPD" energy_ev=-9766.2830 e_above_lowest_kcal_mol=71.59 orbital_gap_ev=10.30 e_lumo_ev=0.87 charge=0
C -0.21 -0.17 2.59 -1.23
C 0.34 -0.69 1.25 0.41
C -0.61 -1.45 0.23 -0.59
C 0.29 1.27 -1.79 0.00
C 0.39 0.29 0.07 0.04
H 0.48 0.46 3.17 0.34
H -1.25 0.33 2.49 0.30
H -0.50 -1.10 3.20 0.31
H 1.32 -1.19 1.53 0.27
H -0.21 -2.39 -0.09 0.30
H -1.72 -1.46 0.48 0.30
H 0.55 2.08 -2.51 0.40
N -0.38 -0.41 -0.78 0.76
N -0.35 0.10 -2.00 -0.95
N 0.75 1.43 -0.41 -0.65

***

15
Properties=species:S:1:pos:R:3:mulliken_charge:R:1 method="wB97M-V/def2-TZVPD" energy_ev=-9765.4363 e_above_lowest_kcal_mol=91.12 orbital_gap_ev=9.75 e_lumo_ev=0.67 smiles="C1=NC=NC[C@H]2CN12" charge=0
C -0.04 -0.17 -1.50 0.04
N -0.23 -1.39 -1.23 -0.45
C -0.81 -1.97 -0.19 0.11
N -0.53 -1.60 1.05 -0.51
C 0.20 -0.39 1.23 -0.86
C -0.29 0.96 0.68 0.30
C 0.59 1.81 -0.18 -0.67
N -0.56 0.88 -0.76 -0.36
H 0.48 0.24 -2.41 0.38
H -1.35 -2.99 -0.10 0.31
H 1.29 -0.66 0.85 0.31
H 0.45 -0.36 2.25 0.48
H -1.05 1.43 1.26 0.32
H 0.28 2.77 -0.54 0.29
H 1.57 1.42 -0.41 0.34

***

15
Properties=species:S:1:pos:R:3:mulliken_charge:R:1 method="wB97M-V/def2-TZVPD" energy_ev=-9765.1585 e_above_lowest_kcal_mol=97.53 orbital_gap_ev=9.16 e_lumo_ev=0.98 smiles=Cn1cc2c(n1)NC2 charge=0
C 2.56 -0.51 0.22 -0.75
N 1.16 -0.35 -0.01 0.78
C 0.14 -0.59 0.96 -0.49
C -1.01 -0.18 0.34 -0.02
C -0.56 0.41 -0.77 0.30
N 0.75 0.31 -1.06 -1.06
N -1.75 1.13 -1.13 -0.41
C -2.47 0.57 0.01 -0.30
H 3.11 -0.97 -0.58 0.29
H 3.13 0.38 0.48 0.31
H 2.73 -1.10 1.15 0.26
H 0.37 -1.00 1.99 0.28
H -2.01 0.89 -2.09 0.28
H -2.91 1.17 0.74 0.27
H -3.24 -0.14 -0.26 0.24

***

15
Properties=species:S:1:pos:R:3:mulliken_charge:R:1 method="wB97M-V/def2-TZVPD" energy_ev=-9766.2828 e_above_lowest_kcal_mol=71.60 orbital_gap_ev=8.45 e_lumo_ev=0.95 smiles="C1=C2CNN=C2CN1" charge=0
C 1.12 0.27 1.11 -0.72
C 0.35 -0.50 0.31 0.32
C 0.32 -1.78 -0.64 -0.37
N -0.86 -1.45 -1.51 -0.26
N -1.22 -0.12 -1.33 -0.71
C -0.59 0.34 -0.34 0.35
C -0.64 1.59 0.40 -0.26
N 0.62 1.61 1.20 -0.36
H 2.08 0.07 1.52 0.44
H -0.04 -2.59 -0.03 0.26
H 1.27 -1.94 -1.12 0.25
H -0.75 -1.49 -2.49 0.29
H -0.63 2.40 -0.31 0.27
H -1.48 1.68 1.08 0.24
H 0.45 1.89 2.15 0.27

***

16
Properties=species:S:1:pos:R:3:mulliken_charge:R:1 method="wB97M-V/def2-TZVPD" energy_ev=-11811.5223 e_above_lowest_kcal_mol=112.24 orbital_gap_ev=8.22 e_lumo_ev=-0.14 charge=0
H 2.23 1.36 2.25 0.22
N 1.40 1.95 1.73 -0.61
N 1.14 1.43 0.67 0.21
C 1.92 0.44 0.23 -0.17
C 1.48 -0.49 -0.68 -0.34
N 0.57 -0.31 -1.64 -0.26
C -0.61 -0.04 -1.79 -0.08
C -1.78 -0.28 -0.92 -0.32
C -1.70 -0.65 0.37 0.03
O -2.71 -1.05 1.23 -0.49
H 2.87 0.28 0.84 0.26
H 2.09 -1.35 -1.11 0.27
H -0.78 0.23 -2.79 0.43
H -2.77 -0.28 -1.47 0.28
H -0.77 -0.64 0.99 0.21
H -2.58 -0.61 2.07 0.35

***

16
Properties=species:S:1:pos:R:3:mulliken_charge:R:1 method="wB97M-V/def2-TZVPD" energy_ev=-11811.6352 e_above_lowest_kcal_mol=109.64 orbital_gap_ev=8.53 e_lumo_ev=-0.27 charge=0
C 2.93 -0.59 0.02 -0.52
C 1.69 -1.18 -0.06 -0.19
C -2.00 -0.90 -0.62 -0.54
C -1.42 0.15 0.18 1.15
C -1.35 1.59 0.37 -0.85
N 2.75 0.74 0.17 -0.61
N 1.47 0.97 0.18 -0.40
N 0.84 -0.15 0.03 0.17
O -1.95 -0.87 0.82 -0.37
H 3.91 -1.03 -0.01 0.38
H 1.36 -2.19 -0.17 0.35
H -2.99 -0.78 -1.04 0.26
H -1.37 -1.65 -1.08 0.22
H -1.81 1.89 1.31 0.30
H -1.80 2.11 -0.48 0.28
H -0.28 1.88 0.40 0.38

***

16
Properties=species:S:1:pos:R:3:mulliken_charge:R:1 method="wB97M-V/def2-TZVPD" energy_ev=-11812.0827 e_above_lowest_kcal_mol=99.32 orbital_gap_ev=10.27 e_lumo_ev=0.63 charge=0
H -2.00 -1.88 -0.55 0.30
N -2.62 -1.06 -0.51 -0.64
C -1.95 -0.02 0.08 0.13
N -0.70 0.06 0.72 -0.02
N -0.06 -1.31 0.68 -0.25
C 1.12 -1.19 0.00 0.38
O 1.85 -2.22 -0.16 -0.65
C 1.17 0.19 -0.65 -0.26
C 1.32 1.46 0.29 -0.93
C 0.04 0.90 -0.21 0.30
H -2.61 0.95 0.07 0.30
H 0.00 -1.99 1.37 0.18
H 1.64 0.37 -1.63 0.39
H 1.66 1.47 1.27 0.28
H 1.74 2.39 -0.22 0.23
H -0.61 1.87 -0.55 0.26

***

17
Properties=species:S:1:pos:R:3:mulliken_charge:R:1 method="wB97M-V/def2-TZVPD" energy_ev=-13857.3980 e_above_lowest_kcal_mol=156.58 orbital_gap_ev=8.25 e_lumo_ev=0.28 smiles="C=C1NCC=CN1[N+](=O)[O-]" charge=0
C 0.01 -0.04 -2.40 -1.18
C -0.13 -0.05 -0.89 0.53
N -1.38 -0.51 -0.33 -0.33
C -1.54 -0.07 1.06 -0.45
C -0.43 -0.70 1.88 -0.51
C 0.73 -0.40 1.32 -0.28
N 0.93 0.08 -0.01 0.07
N 2.05 0.76 -0.31 1.00
O 2.89 0.85 0.55 -0.68
O 2.07 1.24 -1.38 -0.63
H 0.76 0.39 -2.97 0.33
H -0.80 -0.35 -2.91 0.34
H -2.11 -0.28 -1.01 0.31
H -2.47 -0.37 1.47 0.43
H -1.44 1.05 1.21 0.22
H -0.72 -1.02 2.86 0.38
H 1.57 -0.59 1.84 0.46

***

17
Properties=species:S:1:pos:R:3:mulliken_charge:R:1 method="wB97M-V/def2-TZVPD" energy_ev=-13861.9359 e_above_lowest_kcal_mol=51.94 orbital_gap_ev=9.80 e_lumo_ev=0.45 smiles=N#CCc1cnc(N)o1.O charge=0
N -1.54 2.10 -2.59 -0.41
C -0.52 1.92 -3.13 0.25
C 0.64 1.97 -4.05 -0.35
C 0.75 0.83 -4.99 0.29
C 0.66 0.66 -6.33 -0.35
N 0.43 -0.69 -6.61 -0.54
C 0.31 -1.23 -5.44 0.40
N -0.56 -2.20 -5.02 -0.51
O 0.80 -0.45 -4.47 -0.26
H 1.55 2.05 -3.43 0.26
H 0.58 2.90 -4.64 0.29
H 0.94 1.37 -7.11 0.37
H -1.52 -1.87 -4.92 0.31
H -0.56 -3.01 -5.63 0.25
O -1.43 -1.77 -2.05 -0.69
H -1.15 -1.97 -2.96 0.36
H -2.08 -0.99 -2.06 0.33

***

19
Properties=species:S:1:pos:R:3:mulliken_charge:R:1 method="wB97M-V/def2-TZVPD" energy_ev=-26746.1050 e_above_lowest_kcal_mol=0.00 orbital_gap_ev=9.00 e_lumo_ev=0.41 smiles="C=NCNC(=S)NC=O.O=C=O" charge=0
C -2.27 -1.20 0.05 -0.34
N -1.16 -1.04 0.59 -0.29
C 0.05 -1.29 -0.18 -1.00
N 1.05 -0.21 -0.01 -0.16
C 1.01 0.78 -0.91 0.34
S 0.19 0.82 -2.31 -0.43
N 1.80 1.83 -0.61 -0.13
C 2.60 2.05 0.54 0.10
O 2.51 1.34 1.51 -0.56
H -3.03 -1.04 0.78 0.22
H -2.47 -1.54 -0.87 0.35
H 0.47 -2.06 0.34 0.32
H -0.22 -1.53 -1.17 0.66
H 1.49 0.00 0.89 0.33
H 2.05 2.59 -1.29 0.27
H 3.35 2.97 0.55 0.29
O -3.05 0.13 2.98 -0.38
C -1.97 0.04 3.35 0.76
O -0.86 0.09 3.66 -0.37

***

17
Properties=species:S:1:pos:R:3:mulliken_charge:R:1 method="wB97M-V/def2-TZVPD" energy_ev=-22646.8509 e_above_lowest_kcal_mol=110.97 orbital_gap_ev=8.69 e_lumo_ev=0.47 smiles="C=C=C(N)O[C@@H]1CSN=N1" charge=0
C 0.28 2.36 0.47 -0.85
C 0.89 1.27 0.06 0.13
C 1.34 0.05 0.10 0.35
N 2.60 -0.32 0.60 -0.50
O 0.67 -1.17 -0.43 -0.41
C -0.66 -1.32 -0.20 0.23
C -1.61 -0.91 -1.38 -0.58
S -2.59 0.43 -0.58 0.01
N -1.83 0.30 0.84 -0.11
N -1.06 -0.66 0.95 -0.30
H 0.43 3.28 0.03 0.31
H -0.23 2.20 1.42 0.30
H 3.28 0.36 0.95 0.23
H 2.60 -1.21 1.13 0.23
H -0.88 -2.45 0.02 0.33
H -1.02 -0.38 -2.20 0.30
H -2.21 -1.81 -1.79 0.33